{
  "formula": "C14H13ClIN2O3RuS3Sb",
  "method": "ωB97M-V/def2-TZVPD",
  "species": ["Ru", "S", "Sb", "S", "S", "Cl", "C", "C", "C", "I", "C", "O", "C", "N", "C", "C", "C", "C", "H", "H", "H", "H", "O", "C", "O", "C", "N", "C", "C", "C", "H", "H", "H", "H", "H", "H", "H", "H", "H"],
  "xyz": [[-1.686981, -1.210060, 1.526816], [-0.434739, -4.049499, 4.029246], [-2.627065, -3.122185, 3.905068], [-2.012674, -0.748872, 3.689150], [-2.838305, -3.167901, 1.500141], [-2.049183, 3.902087, -3.190254], [-1.803913, 2.400472, -2.370210], [-1.217227, 1.356686, -3.024157], [-1.012000, 0.117691, -2.379407], [-0.102779, -1.449012, -3.392010], [-1.409129, -0.071596, -1.077329], [-1.273696, -1.206305, -0.410047], [-1.993675, 1.027630, -0.396576], [-2.311153, 0.796117, 0.908584], [-2.864622, 1.761803, 1.613927], [-3.137710, 3.021823, 1.066141], [-2.811361, 3.278644, -0.237875], [-2.212890, 2.266610, -1.016421], [-0.910546, 1.478002, -4.053862], [-3.098473, 1.540014, 2.646832], [-3.596653, 3.776642, 1.687874], [-3.004226, 4.247117, -0.678665], [0.404352, -1.925981, 1.753809], [1.071691, -0.922868, 1.395314], [0.651756, 0.243610, 1.305668], [2.506646, -1.199158, 0.947419], [3.022984, 0.110991, 0.402350], [3.113733, -0.039307, -1.092381], [3.464259, -1.505385, -1.266177], [2.575481, -2.192302, -0.226584], [3.114196, -1.499644, 1.798604], [3.922973, 0.361142, 0.802974], [2.293626, 0.795958, 0.683754], [3.831511, 0.673101, -1.489996], [2.121663, 0.176565, -1.490234], [4.523575, -1.673000, -1.060306], [3.257400, -1.843881, -2.279059], [2.959928, -3.156085, 0.095619], [1.573216, -2.349669, -0.627748]],
  "forces_ev_per_a": [[-0.09, -0.02, 0.02], [-0.04, 0.02, -0.01], [0.06, 0.01, 0.02], [-0.04, 0.00, 0.06], [0.06, -0.02, -0.07], [0.00, 0.00, 0.00], [-0.03, 0.00, 0.02], [0.02, -0.03, -0.03], [0.00, -0.01, 0.01], [0.01, 0.00, -0.02], [-0.02, -0.02, 0.04], [-0.01, -0.01, -0.05], [0.02, -0.04, 0.00], [-0.01, 0.11, 0.02], [0.01, -0.04, 0.00], [-0.01, 0.03, 0.00], [0.00, -0.01, 0.00], [0.00, 0.03, -0.01], [0.00, 0.00, 0.00], [0.00, -0.01, 0.00], [0.00, 0.00, 0.00], [0.00, 0.00, 0.00], [-0.01, -0.02, 0.00], [0.06, 0.01, -0.03], [0.03, 0.02, -0.01], [-0.03, -0.06, 0.01], [-0.01, 0.00, -0.01], [-0.01, -0.02, -0.03], [-0.01, 0.00, 0.02], [0.01, 0.00, -0.01], [0.01, 0.02, 0.00], [-0.01, 0.01, 0.01], [0.02, 0.01, 0.00], [0.00, 0.00, 0.01], [0.00, 0.01, 0.01], [0.00, 0.00, 0.00], [0.00, 0.00, 0.00], [0.00, 0.00, 0.00], [0.00, 0.01, 0.01]],
  "total_energy_ev": -86095.296,
  "spin_multiplicity": 6,
  "de_lowest_kcal_mol": 0.44,
  "s_squared": 8.786,
  "e_lumo_ev": [-3.45, -5.26],
  "homo_lumo_gap_ev": [7.36, 5.61],
  "charge": 1
}

{
  "formula": "C12H33MnNO16S4",
  "method": "ωB97M-V/def2-TZVPD",
  "species": ["Mn", "N", "O", "O", "O", "O", "H", "O", "S", "O", "O", "C", "C", "C", "H", "H", "H", "H", "H", "H", "H", "H", "O", "S", "O", "O", "C", "C", "C", "H", "H", "H", "H", "H", "H", "H", "H", "O", "S", "O", "O", "C", "C", "C", "H", "H", "H", "H", "H", "H", "H", "H", "O", "S", "O", "O", "C", "C", "C", "H", "H", "H", "H", "H", "H", "H", "H"],
  "xyz": [[0.426504, 0.888212, 0.937537], [0.675825, 3.346546, 1.906064], [0.746511, 4.572663, 1.970017], [-0.302769, 2.667473, 1.938388], [1.710262, 2.673827, 1.802531], [0.658861, -0.385217, 2.478347], [1.009391, -0.803026, 3.288953], [-0.024057, -1.187903, -0.205573], [-0.081448, -2.599792, -0.637514], [-0.233031, -2.837035, -2.074758], [1.345021, -3.336848, -0.302406], [1.737771, -3.550931, 0.922143], [3.241427, -3.860043, 0.931676], [-1.336379, -3.508972, 0.416281], [1.226577, -4.342525, 1.470016], [1.460149, -2.666018, 1.494811], [3.629224, -3.980997, 1.943145], [3.849469, -3.116221, 0.416778], [3.546385, -4.788297, 0.448506], [-2.355735, -3.225857, 0.153840], [-1.022983, -3.363268, 1.450034], [-1.004512, -4.540584, 0.299068], [-0.365681, 1.901041, -0.796731], [-0.501858, 2.446209, -2.153442], [0.700042, 2.670781, -2.950791], [-1.526293, 1.526733, -3.118511], [-1.639748, 0.178972, -2.781026], [-2.372156, -0.611867, -3.879351], [-1.755536, 3.765004, -2.108168], [-2.218710, -0.007279, -1.876465], [-0.674953, -0.191307, -2.434372], [-2.798310, -1.541677, -3.502588], [-1.642599, -0.976323, -4.602546], [-3.165526, -0.053642, -4.376391], [-1.931444, 4.310080, -3.035557], [-1.318363, 4.541358, -1.480270], [-2.719697, 3.383375, -1.772232], [-3.636665, -1.189286, 1.577698], [-3.146183, 0.209453, 1.476657], [-1.865924, 0.530966, 0.823800], [-4.318536, 1.258833, 0.909047], [-5.705160, 1.064561, 1.165496], [-5.985290, 1.646068, 2.589158], [-2.943470, 0.856844, 3.242027], [-6.111689, 0.053237, 1.173263], [-6.341117, 1.536536, 0.416567], [-5.654009, 0.847462, 3.252920], [-7.050014, 1.674663, 2.820776], [-5.587386, 2.656413, 2.683974], [-3.409716, 1.842054, 3.233763], [-1.886804, 1.035644, 3.440979], [-3.569929, 0.378510, 3.994921], [3.283437, -0.749051, -2.214778], [3.301660, 0.354284, -1.229040], [2.079916, 0.628596, -0.390157], [4.539348, 0.108698, -0.182573], [5.820564, -0.355073, -0.594905], [6.316299, -1.274002, 0.444710], [3.875286, 1.883511, -2.050644], [6.374443, 0.532600, -0.900445], [5.457473, -0.955684, -1.428894], [6.743011, -0.717034, 1.278856], [7.036448, -1.994307, 0.056600], [5.410425, -1.787629, 0.766694], [3.114173, 2.154978, -2.782152], [4.874381, 1.704102, -2.447782], [4.013395, 2.667408, -1.305982]],
  "forces_ev_per_a": [[-0.06, 1.30, -1.60], [4.13, 3.53, 0.33], [-1.08, -1.06, 0.01], [-6.14, -1.72, 0.27], [2.69, -1.34, -0.69], [0.11, -0.99, 1.58], [0.11, 0.00, -0.21], [0.12, -2.05, 0.06], [-0.03, 0.47, -1.86], [-0.12, 0.35, 2.94], [-3.15, 0.77, -5.32], [2.13, -0.47, 4.82], [0.49, 0.04, 0.20], [2.42, 0.06, -0.39], [-0.28, -0.57, -0.34], [0.66, 0.53, 0.70], [-0.21, 0.29, 0.17], [-0.36, 0.34, 0.11], [-0.73, -0.21, -0.22], [0.31, -0.09, 0.04], [-0.50, 0.82, 0.07], [-0.77, -0.25, -0.72], [-0.31, 0.77, -2.02], [-1.25, -0.62, -2.31], [-1.75, 0.04, 1.67], [1.36, 1.74, 1.28], [-0.76, -2.31, 0.90], [1.25, -0.36, -0.21], [1.15, 1.04, 0.31], [-0.44, 0.84, 0.33], [0.24, -0.45, -0.91], [-0.09, 0.21, 0.43], [-0.11, 0.35, -0.39], [0.18, 0.18, 0.14], [0.45, -0.76, -0.50], [-0.28, -0.15, 0.57], [0.48, -0.26, 0.35], [0.97, 3.03, -1.04], [-0.64, -0.48, 2.73], [-2.73, -0.57, 0.44], [2.39, -1.71, -0.78], [-1.96, 0.44, 2.04], [-0.69, -1.03, -1.11], [-0.76, 0.92, -1.26], [0.97, -0.48, -0.18], [0.85, 0.52, -0.34], [0.59, 0.69, 0.52], [-0.17, 0.19, -0.42], [0.28, -0.32, 0.37], [0.30, 0.21, -0.44], [-0.12, -0.58, 0.06], [0.59, -0.88, -0.29], [-0.31, 2.34, 2.29], [0.32, -0.83, -0.14], [3.46, -0.78, -1.90], [-3.50, 1.59, 1.00], [-1.28, -0.41, -2.39], [0.32, 0.06, 0.88], [-0.43, -0.41, 0.79], [0.50, -0.38, 0.12], [1.37, -0.15, -0.79], [0.03, -0.25, 0.12], [0.00, 0.14, 0.02], [0.37, -0.28, 0.31], [0.22, -0.05, -0.05], [-0.31, -0.43, -0.35], [-0.46, -0.13, 0.20]],
  "total_energy_ev": -121875.272,
  "spin_multiplicity": 7,
  "s_squared": 12.005,
  "e_lumo_ev": [-2.61, -7.38],
  "homo_lumo_gap_ev": [9.26, 4.71],
  "charge": 1
}